ORCA calculation (the ωB97M-V functional and the def2-TZVPD basis) on a molecular structure, C29H35MgN7P2 in a non-equilibrium geometry.

```
! wB97M-V def2-TZVPD RIJCOSX def2/J DEFGRID3
* xyz 0 1
Mg -0.060 1.246 -0.879
C -2.022 1.714 -7.200
C -2.129 0.406 -6.952
C -1.283 -0.637 -7.594
C 0.211 -0.320 -7.686
C 0.777 0.461 -6.535
C 0.823 1.797 -6.512
C 0.340 2.608 -7.697
C -1.080 2.284 -8.210
C 1.526 1.439 0.575
H -2.754 2.426 -6.805
H -2.993 0.003 -6.422
H -1.635 -0.835 -8.630
H -1.436 -1.582 -7.047
H 0.748 -1.276 -7.810
H 0.364 0.269 -8.600
H 1.363 -0.132 -5.838
H 1.381 2.349 -5.754
H 1.012 2.462 -8.569
H 0.404 3.676 -7.431
H -1.492 3.222 -8.612
H -0.998 1.565 -9.035
H 1.128 1.818 1.540
H 2.482 1.937 0.361
H 1.762 0.388 0.768
P 1.624 -0.394 -2.079
P -1.391 -0.984 -1.835
N 2.747 0.759 -2.821
N 2.812 -1.603 -1.647
N -1.938 0.460 -2.733
N -2.981 -1.785 -1.611
C 0.826 -1.114 -3.550
C -0.551 -1.771 -3.278
C 2.697 2.137 -2.554
C 3.736 2.754 -3.233
C 4.441 1.738 -3.958
C 3.803 0.532 -3.702
C 3.744 -1.375 -0.612
C 4.470 -2.542 -0.418
C 3.976 -3.521 -1.343
C 2.970 -2.919 -2.085
C -1.981 1.782 -2.231
C -2.720 2.548 -3.130
C -3.119 1.709 -4.195
C -2.611 0.442 -3.936
C -3.995 -2.260 -2.441
C -4.884 -3.024 -1.688
C -4.414 -3.014 -0.328
C -3.274 -2.219 -0.296
H 1.533 -1.813 -4.028
H 0.668 -0.284 -4.253
H -1.192 -1.768 -4.172
H -0.403 -2.826 -2.997
H 1.979 2.549 -1.851
H 3.965 3.810 -3.200
H 5.307 1.880 -4.583
H 3.994 -0.461 -4.080
H 3.799 -0.410 -0.126
H 5.283 -2.673 0.281
H 4.332 -4.531 -1.465
H 2.380 -3.289 -2.907
H -1.795 1.995 -1.169
H -2.989 3.599 -3.043
H -3.709 1.966 -5.061
H -2.639 -0.478 -4.512
H -3.999 -2.012 -3.490
H -5.768 -3.526 -2.053
H -4.849 -3.525 0.521
H -2.658 -1.898 0.537
N -1.186 0.717 1.029
C -1.107 0.138 2.075
N -0.962 -0.663 3.063
C -0.949 -0.397 4.337
N -0.956 -0.322 5.510
*
```

frontier orbital gap: 6.96 eV
DFT total energy: -65089.477 eV
ΔE to the lowest compared entry with this formula, charge and spin: 1.08 kcal per mole